Entry 1:
A molecular structure, C38H40MgN6O3SeSi. Source: OMol25; level of theory: wB97M-V/def2-TZVPD.

Positions of all 90 atoms, in Å:
Se 0.9955 -3.2260 0.3819
Si 0.2112 -5.2570 0.1207
Mg -0.3415 0.9419 -0.0120
O -0.2959 4.9782 -0.2690
O -3.5570 -0.2489 2.2851
O 3.4856 2.3441 1.2626
N -0.0662 0.4174 2.0837
N 1.2440 2.0600 0.4167
N 2.8405 0.4994 -0.1987
N -2.1886 0.2171 0.4790
N -0.4105 0.7586 -2.0734
N -1.0002 2.7743 -0.5166
C -0.2558 -0.0778 4.8034
C -1.2374 0.0910 2.6416
C 2.3524 0.8455 2.2576
C 0.8219 3.1818 0.8782
C 5.2700 1.7540 -2.7072
C 1.0236 0.4992 2.8544
C -5.1414 1.2039 -1.5258
C -1.0144 1.7804 -2.6929
C -4.2086 -0.8011 -2.4404
C 0.9322 -6.5012 1.3741
C -1.3754 -0.1665 3.9954
C -2.4622 0.0067 1.7575
C 3.0376 2.1954 2.6113
C -1.6825 -5.3543 0.3149
C 0.5873 -6.0134 -1.5883
C 2.4727 1.3695 0.7868
C 0.1508 -0.2224 -2.7858
C 2.1244 3.3317 2.9727
C -0.5321 0.8001 -4.8214
C 0.1087 -0.2439 -4.1673
C -5.1374 0.2255 -2.5068
C -1.0930 1.8258 -4.0807
C 4.8186 -0.4918 -1.1335
C 0.9537 0.2614 4.2265
C -4.1997 1.2004 -0.5037
C 1.2233 3.8298 2.1173
C 3.9269 0.6130 -1.0213
C -4.1847 2.2952 0.5234
C 4.1796 1.7434 -1.8463
C -3.2282 0.1843 -0.4668
C 3.2337 2.9101 -1.8202
C -0.2713 3.7625 -0.0220
C -1.5874 2.8887 -1.8214
C -2.3645 -2.0504 -1.2783
C 5.8939 -0.4405 -2.0054
C 4.5870 -1.6896 -0.2587
C -3.2677 -0.8555 -1.4187
C 6.1377 0.6764 -2.7960
H 3.8785 2.1402 3.3085
H -2.3542 -0.4297 4.3679
H -5.8798 1.9992 -1.5571
H 3.5353 -1.9722 -0.2755
H 1.6613 -5.9896 -1.7858
H -2.1428 -2.5009 -2.2470
H -2.0188 -6.3437 0.6458
H -2.8482 -2.8067 -0.6554
H -4.4155 1.8862 1.5086
H -1.4329 -1.8078 -0.7774
H 2.2025 2.5587 -1.9037
H 0.5667 -7.5213 1.2051
H -2.0119 -4.6151 1.0472
H -2.1772 -5.1236 -0.6327
H -2.6747 2.7537 -1.8014
H -0.3234 -0.2728 5.8671
H 3.4469 3.5991 -2.6404
H -5.8694 0.2526 -3.3064
H -1.3797 3.8637 -2.2785
H 5.4342 2.6256 -3.3364
H 0.6484 4.7098 2.3822
H 4.8314 -1.4502 0.7820
H -4.9108 3.0716 0.2755
H -0.5823 0.8239 -5.9037
H 2.0228 -6.5109 1.3094
H -1.5808 2.6644 -4.5604
H 6.9879 0.7080 -3.4691
H 6.5689 -1.2903 -2.0688
H 5.1965 -2.5398 -0.5720
H 2.2708 3.8056 3.9382
H 0.0946 -5.4309 -2.3709
H 0.2431 -7.0519 -1.6623
H 1.8528 0.3345 4.8259
H 3.0481 0.0171 2.3795
H -4.2265 -1.5854 -3.1905
H 3.3015 3.4603 -0.8785
H -3.1884 2.7423 0.5804
H 0.6528 -0.9997 -2.2155
H 0.5661 -1.0540 -4.7174
H 0.6664 -6.2046 2.3918

Its charge is -2. The calculation puts the energy relative to the best compared isomer or geometry (same formula, charge and spin) at 258.5 kJ/mol. As for the HOMO energy: -1.51 eV. As for the energy: -4917.5476 Eh.


Entry 2:
A single C4H5NO3 molecule. Source: OMol25; level of theory: wB97M-V/def2-TZVPD.

Positions of all 13 atoms, in Å:
O -0.9539 -0.4366 1.1178
O 1.0980 0.6085 -2.9155
O -0.7401 1.4530 -1.9536
N -1.4873 1.4564 -0.8321
C -0.3630 -0.1255 0.0201
C 0.6594 -0.0211 -0.7481
C 0.0135 -1.1322 1.8873
C 0.3487 0.6922 -1.9820
H 0.5280 -1.9340 1.2988
H 0.9395 -0.4717 2.0506
H -0.3979 -1.4735 2.9057
H 1.4640 -0.7428 -0.7250
H -1.1090 2.1272 -0.1240

Its charge is 0. The calculation puts the energy relative to the best compared isomer or geometry (same formula, charge and spin) at 573.6 kJ/mol. As for the HOMO energy (spin up / spin down): -9.82 / -9.82 eV. As for the energy: -435.7020 Eh.


Entry 3:
2 unconnected molecules or ions with the total composition C3H10ClN2. Source: OMol25; level of theory: wB97M-V/def2-TZVPD.

Positions of all 16 atoms, in Å:
Cl -1.7223 1.1628 2.4961
N 1.2982 -1.0513 -0.2773
N -1.0257 -0.9498 0.5475
C 0.7338 0.2720 -0.5742
C -1.0716 1.9799 1.1339
C -0.7623 0.1839 -0.2791
H -1.7793 2.6019 0.6126
H 1.2118 1.0030 0.0791
H -0.0725 2.3467 1.2878
H -1.2818 -0.6245 1.5157
H 0.0077 -1.4021 0.4728
H -1.4644 0.4335 -1.0547
H 1.4637 -1.5907 -1.1202
H -1.7606 -1.5653 0.1986
H 2.1735 -0.9932 0.2288
H 0.9025 0.6060 -1.5995

Its charge is +1. The calculation puts the energy relative to the best compared isomer or geometry (same formula, charge and spin) at 172.1 kJ/mol. As for the HOMO energy: -13.50 eV. As for the energy: -689.6774 Eh.


Entry 4:
A molecular structure, C16H16FeN7O5S. Source: OMol25; level of theory: wB97M-V/def2-TZVPD.

Positions of all 46 atoms, in Å:
Fe 0.0639 -0.4709 -0.9339
S 1.6412 -1.5434 0.3304
O 0.6756 0.1188 -2.6088
O 3.6127 3.6371 -2.7183
O 3.9729 4.5801 -0.7417
O 2.0914 1.5155 -3.6390
O -2.6236 -3.2267 -2.4016
N -0.9134 -0.5115 0.9587
N 1.2224 1.8212 0.7498
N 1.2503 -2.5231 2.7538
N -0.8848 -1.9190 -1.4614
N 0.9674 1.1759 -0.3854
N -0.4774 -1.2737 2.0038
N -1.5838 0.8204 -1.1216
C -3.1381 -0.4838 2.0252
C 2.1201 2.8045 0.5520
C -1.7530 -2.5646 -1.9480
C 2.4313 -4.5613 1.9283
C -3.7638 1.2977 -0.3126
C -4.0329 2.0313 -1.4594
C -2.5253 0.6955 -0.1844
C -1.8391 1.5176 -2.2253
C 3.4206 3.7469 -1.4125
C 0.7078 -1.7818 1.7707
C 1.5294 1.0847 -2.6461
C 2.4628 2.7907 -0.7849
C 1.6989 1.7394 -1.3204
C -2.1381 -0.1296 0.9760
C 2.5153 -3.2475 2.6948
C -3.0589 2.1430 -2.4348
H -4.9983 2.5028 -1.5879
H 3.3609 -5.1211 2.0421
H -2.7076 -1.2023 2.7133
H -3.2309 2.6947 -3.3479
H 1.6107 -5.1734 2.3047
H 3.1005 2.8882 -3.1223
H 2.8099 -3.4333 3.7270
H 2.4690 3.4429 1.3463
H -4.5056 1.1895 0.4653
H 3.2623 -2.5925 2.2475
H 0.7818 1.5189 1.6035
H -3.4496 0.3987 2.5894
H -4.0242 -0.9150 1.5560
H 0.6481 -2.6658 3.5486
H -1.0449 1.5657 -2.9561
H 2.2660 -4.3812 0.8672

Its charge is 0. Its expectation value of S² is 0.79. The calculation puts the energy relative to the best compared isomer or geometry (same formula, charge and spin) at 0.0 kJ/mol. As for the HOMO energy (spin up / spin down): -8.61 / -8.60 eV. As for the energy: -3040.7976 Eh. As for the multiplicity: 2.


Entry 5:
2 unconnected molecules or ions with the total composition C9H14O. Source: OMol25; level of theory: wB97M-V/def2-TZVPD.

Positions of all 24 atoms, in Å:
O 0.8804 3.9791 0.6311
C -2.3948 -0.4578 -0.7672
C 0.0697 2.9202 0.3489
C -2.1001 1.7533 0.4787
C -1.2602 2.8616 0.6532
C 1.7444 -2.7161 -0.7082
C -0.1612 0.6058 -0.1523
C 0.6733 1.7017 -0.1560
C 2.2233 -3.0104 0.7301
C -1.5696 0.6110 -0.1339
H 2.5051 -3.0513 -1.4118
H -2.7116 -1.3694 -0.2967
H 2.0476 -4.0395 1.0127
H 3.3415 -3.0020 0.7848
H 1.7399 1.6513 -0.3420
H 1.8594 -2.1814 1.3314
H -3.1574 1.8354 0.6387
H -1.7564 3.8154 0.8769
H 0.6958 4.3123 1.5088
H 0.3548 -0.3118 -0.4810
H -1.7919 -0.7852 -1.6393
H 0.8239 -3.2772 -0.9231
H 1.3227 -1.7498 -0.9052
H -3.3787 -0.0951 -1.0785

Its charge is 0. The calculation puts the energy relative to the best compared isomer or geometry (same formula, charge and spin) at 146.5 kJ/mol. As for the HOMO energy: -8.38 eV. As for the energy: -426.5170 Eh. The SMILES is Cc1ccc(O)cc1.CC.


Entry 6:
A molecular structure, C29H32CoN10O3SSe. Source: OMol25; level of theory: wB97M-V/def2-TZVPD.

Positions of all 77 atoms, in Å:
Se 0.7133 4.3756 -6.3872
Co 1.1539 0.6767 0.2316
S -3.4100 -1.8699 -0.9048
O 2.8533 -0.1902 -0.3061
O 2.3502 0.5142 2.2132
O 0.5330 -1.0171 1.0044
N -2.7846 2.6500 2.0087
N 0.0847 2.8005 -5.8622
N -5.5855 -3.3109 -1.3032
N 1.4576 4.7292 -4.8155
N 0.3301 0.3391 -1.7181
N -0.4599 1.5465 0.9838
N 5.0024 -0.7383 0.0568
N 1.7243 2.3480 -0.6317
N -4.0182 1.0393 0.9098
N 0.0088 -2.2169 2.8237
C -1.5883 3.1600 2.2754
C -0.9975 -2.9748 2.0765
C 2.4195 4.6304 -2.0451
C -1.6340 1.0097 0.7140
C 6.1951 -0.8073 0.8958
C -7.3148 -3.8419 0.1985
C -0.5869 0.3638 -4.3351
C 0.5715 1.3924 -2.5118
C -0.3414 -0.6910 -2.2083
C -6.6199 -3.1057 1.1777
C 2.4410 3.3114 -0.0631
C -0.8245 -0.7158 -3.5155
C 3.7040 0.2372 1.8969
C -4.8636 -2.5848 -0.4073
C 1.3417 2.4895 -1.9173
C 0.1646 -2.5808 4.2290
C -6.7646 -3.9252 -1.0404
C -0.4134 2.6346 1.7736
C 5.1682 -1.2421 -1.3060
C 2.8116 4.4696 -0.7330
C 1.6832 -0.4316 3.0343
C 3.8359 -0.2605 0.4577
C 0.6926 -1.2632 2.2194
C -2.8260 1.5770 1.2166
C 1.2132 3.7072 -4.0384
C 0.1338 1.4498 -3.8322
C 0.4524 2.6351 -4.6192
C 1.6710 3.6251 -2.6558
C -5.4292 -2.4972 0.8871
H 6.1216 -0.1577 1.7622
H 4.2644 1.1685 2.0064
H -0.5638 -3.8907 1.6740
H 0.5517 3.0659 1.9913
H -4.8498 1.4875 1.2544
H -4.0782 0.2236 0.3148
H 1.1484 0.1176 3.8112
H -7.2129 -4.4640 -1.8620
H 2.4070 -1.0852 3.5234
H 2.6774 5.5156 -2.6115
H 4.2012 -1.3223 -1.7885
H -7.0344 -3.0210 2.1739
H -1.8007 -3.2371 2.7629
H 5.6401 -2.2229 -1.2635
H -1.4022 -2.3799 1.2626
H -0.9418 0.3917 -5.3569
H 4.1238 -0.4844 2.5983
H 6.3756 -1.8317 1.2238
H -0.6661 -2.1900 4.8176
H 2.7286 3.1514 0.9693
H -1.6686 0.1205 0.1008
H 0.1687 -3.6664 4.3086
H 5.8080 -0.5663 -1.8741
H -0.5085 -1.5225 -1.5337
H 1.0968 -2.2139 4.6462
H 3.3931 5.2230 -0.2217
H -1.5611 4.0290 2.9216
H -5.1898 -3.3746 -2.2322
H 7.0500 -0.4762 0.3084
H -4.8911 -1.9320 1.6341
H -1.3820 -1.5746 -3.8602
H -8.2538 -4.3278 0.4119

Its charge is +2. Its expectation value of S² is 0.76. The calculation puts the energy relative to the best compared isomer or geometry (same formula, charge and spin) at 2.9 kJ/mol. As for the HOMO energy (spin up / spin down): -12.34 / -12.35 eV. As for the energy: -6079.6212 Eh. As for the multiplicity: 2.